# 1
Entry from OMol25: a cluster of 2 separate species, C3BrF4N in total in a non-equilibrium geometry (ωB97M-V/def2-TZVPD).

Structure (XYZ):
```
9
Properties=species:S:1:pos:R:3:lowdin_charge:R:1
C -0.143 -1.468 0.638 -0.280
C 0.965 -0.722 0.270 -0.764
C -0.536 1.508 -0.463 -0.448
N -1.067 -2.053 0.997 0.196
F 1.572 -0.911 -0.894 0.028
F -1.820 1.188 -0.432 0.147
F -0.136 1.831 -1.680 0.151
F -0.230 2.431 0.427 0.133
Br 2.011 0.134 1.573 0.836
```

Values from the calculation:
HOMO level (alpha / beta) = -10.11 / -9.41 eV
Orbital gap (alpha / beta) = 8.54 / 8.61 eV
DFT total energy = -85509.4139 eV
Max |F| = 1.6 eV/Å
Spin multiplicity = 1
Relative energy (zero: lowest compared OMol25 entry of this formula, charge and spin) = 2.854 eV



# 2
Entry from OMol25: a structure of composition C3F17HfN4O25S11 in a non-equilibrium geometry (ωB97M-V/def2-TZVPD).

Structure (XYZ):
```
61
Properties=species:S:1:pos:R:3:lowdin_charge:R:1
Hf -19.293 -11.272 -17.909 1.958
C -14.837 -13.093 -16.286 -0.569
F -15.688 -14.174 -16.417 0.079
F -14.818 -12.576 -15.014 0.085
F -13.591 -13.474 -16.536 0.121
S -15.381 -11.756 -17.571 0.606
O -14.667 -10.489 -17.253 -0.319
O -14.920 -12.299 -18.869 -0.321
O -16.873 -11.526 -17.463 -0.452
C -18.458 -7.220 -14.948 -0.701
F -19.735 -6.842 -14.975 0.138
F -17.683 -6.220 -14.718 0.176
F -18.195 -8.053 -13.974 0.138
S -18.001 -8.101 -16.618 0.577
O -16.530 -8.308 -16.675 -0.284
O -18.640 -9.426 -16.667 -0.456
O -18.396 -7.158 -17.637 -0.296
C -16.586 -9.549 -21.847 -0.692
F -17.620 -9.257 -22.602 0.157
F -16.214 -10.811 -21.918 0.139
F -15.572 -8.785 -22.146 0.155
S -17.011 -9.112 -19.996 0.625
O -17.484 -7.725 -20.013 -0.306
O -17.962 -10.106 -19.418 -0.456
O -15.690 -9.123 -19.285 -0.317
N -19.074 -12.278 -15.934 -0.338
S -19.477 -13.686 -15.133 0.556
O -20.495 -13.763 -14.027 -0.257
O -18.464 -14.711 -15.255 -0.260
F -20.261 -14.054 -16.523 -0.252
S -18.445 -11.905 -14.278 0.573
O -17.503 -12.793 -13.702 -0.217
O -19.473 -11.306 -13.455 -0.248
F -17.495 -10.672 -14.766 -0.180
N -21.523 -11.501 -17.771 -0.376
S -22.494 -10.883 -16.422 0.642
O -22.744 -11.739 -15.255 -0.250
O -23.425 -9.784 -16.735 -0.232
F -21.163 -10.162 -15.841 -0.224
S -22.896 -12.072 -18.363 0.526
O -23.800 -11.133 -18.986 -0.239
O -23.442 -13.267 -17.637 -0.274
F -22.219 -12.689 -19.718 -0.212
N -19.132 -12.781 -19.504 -0.380
S -19.355 -12.879 -21.235 0.619
O -20.372 -13.661 -21.875 -0.229
O -18.177 -12.506 -22.079 -0.252
F -20.135 -11.461 -21.285 -0.199
S -18.529 -14.232 -19.571 0.518
O -17.142 -14.259 -20.098 -0.222
O -19.461 -15.395 -19.440 -0.256
F -18.104 -14.030 -18.061 -0.236
N -20.130 -6.690 -19.937 -0.155
S -21.059 -7.919 -19.129 0.599
O -20.326 -9.092 -18.708 -0.385
O -22.504 -8.009 -19.306 -0.266
F -21.175 -7.148 -17.734 -0.195
S -20.816 -7.137 -21.188 0.308
O -21.957 -6.367 -21.621 -0.306
O -20.593 -8.410 -21.801 -0.267
F -19.687 -6.414 -22.010 -0.221
```

Values from the calculation:
HOMO level = -2.00 eV
Total charge = -3
Orbital gap = 5.86 eV
DFT total energy = -226941.4877 eV
Max |F| = 10.5 eV/Å
Spin multiplicity = 1
Relative energy (zero: lowest compared OMol25 entry of this formula, charge and spin) = 0.000 eV



# 3
Entry from OMol25: a cluster of 3 separate species, C3F2O4 in total in a non-equilibrium geometry (ωB97M-V/def2-TZVPD).

Structure (XYZ):
```
9
Properties=species:S:1:pos:R:3:lowdin_charge:R:1
C 2.793 0.433 0.015 -0.507
C -3.292 0.567 0.422 -0.412
C 0.696 -0.537 -0.678 -0.060
O 3.069 -0.456 -0.645 0.192
O -3.486 1.674 0.655 0.222
O 2.528 1.289 0.740 0.220
O -3.170 -0.563 0.138 0.183
F 0.297 -0.752 0.619 0.024
F 0.566 -1.656 -1.265 0.137
```

Values from the calculation:
HOMO level = -11.31 eV
Orbital gap = 11.25 eV
DFT total energy = -16734.7241 eV
Max |F| = 2.6 eV/Å
Spin multiplicity = 1
Relative energy (zero: lowest compared OMol25 entry of this formula, charge and spin) = 0.265 eV



# 4
Entry from OMol25: a cluster of 2 separate species, C3F3N2O5S in total in a non-equilibrium geometry (ωB97M-V/def2-TZVPD).

Structure (XYZ):
```
14
Properties=species:S:1:pos:R:3:lowdin_charge:R:1
C -0.309 -0.336 -1.817 -0.242
C -0.285 -0.405 -0.445 -0.177
C 1.810 0.159 0.604 -0.444
N -0.341 -0.277 -2.968 0.186
N -0.668 -1.564 0.248 -0.389
O -1.581 -2.225 -0.136 0.123
O -2.529 1.015 -0.341 -0.303
O -0.013 -1.813 1.295 0.061
O -0.991 1.096 1.597 -0.324
O -0.397 2.306 -0.412 -0.319
F 1.995 1.456 0.224 0.103
F 1.808 -0.063 1.939 0.103
F 2.692 -0.604 0.035 0.161
S -1.193 1.257 0.175 0.460
```

Values from the calculation:
HOMO level (alpha / beta) = -4.95 / -6.61 eV
Total charge = -1
Orbital gap (alpha / beta) = 7.88 / 6.98 eV
DFT total energy = -35310.6258 eV
Max |F| = 3.4 eV/Å
Spin multiplicity = 3
<S²> = 2.018



Number 2 is which compound?
C3F17HfN4O25S11